C53H49P3PtTe | ωB97M-V with the def2-TZVPD basis set

- charge = +2
- energy relative to the best compared isomer or geometry (same formula, charge and spin) (kJ/mol) = 0.0
- frontier orbital gap (eV) = 6.51

Geometry as XYZ:
```
107
Properties=species:S:1:pos:R:3:forces:R:3:lowdin_charge:R:1
Pt -0.05325 0.35540 -0.13003 -0.387 0.059 -0.020 0.44
C 1.31480 3.07596 1.99575 -0.077 -0.041 0.180 -0.28
C 0.50814 2.05440 2.81705 0.254 0.303 0.170 -0.34
P 0.49167 0.41324 2.09645 -0.806 -0.114 -0.244 0.87
C 2.21586 -0.11797 2.08888 0.083 -0.251 -0.046 -0.34
C 3.13311 0.46891 2.96642 0.120 -0.092 0.002 -0.07
C 4.42278 -0.03486 3.06446 -0.054 -0.048 -0.090 -0.04
C 4.80496 -1.13118 2.29700 -0.083 0.054 -0.006 -0.03
C 3.90285 -1.71445 1.41616 0.001 0.018 0.025 -0.05
C 2.61502 -1.20538 1.30379 0.117 0.052 0.177 -0.11
C -0.37164 -0.60657 3.31051 0.191 0.076 0.241 -0.34
C -0.11835 -1.97625 3.37687 0.066 -0.080 0.135 -0.10
C -0.71753 -2.75219 4.35702 -0.082 0.063 0.039 -0.05
C -1.57269 -2.16405 5.28624 0.078 -0.069 -0.037 -0.05
C -1.81848 -0.80018 5.23503 0.104 0.031 -0.120 -0.06
C -1.21694 -0.02020 4.25310 -0.113 -0.122 0.086 -0.09
C 0.41868 3.72608 0.95914 -0.223 0.400 0.105 -0.33
P 0.10850 2.70057 -0.48776 1.178 -0.522 -0.442 0.90
C 1.46485 3.07699 -1.64320 -0.177 0.392 -0.090 -0.39
C 1.31790 2.68082 -2.97459 -0.015 0.126 -0.079 -0.16
C 2.29946 2.97052 -3.90882 0.055 0.010 0.001 -0.07
C 3.45170 3.65273 -3.52154 -0.025 -0.015 -0.003 -0.06
C 3.60485 4.05471 -2.20272 -0.114 -0.084 0.062 -0.05
C 2.60692 3.77575 -1.26741 0.242 -0.046 -0.023 -0.08
C -1.34807 3.45788 -1.22690 -0.191 -0.134 -0.204 -0.35
C -2.57526 2.80595 -1.26164 -0.147 0.316 0.065 -0.10
C -3.69191 3.42833 -1.81028 0.099 0.029 0.059 -0.05
C -3.57433 4.70991 -2.32466 -0.001 0.051 -0.027 -0.05
C -2.34795 5.37177 -2.29089 -0.019 -0.057 0.028 -0.05
C -1.23426 4.75072 -1.74769 -0.078 0.027 -0.099 -0.07
H 2.18189 2.60678 1.52259 -0.013 -0.057 0.024 0.09
H 1.71993 3.83349 2.66676 -0.077 0.035 0.030 0.13
H -0.53381 2.36191 2.91706 0.043 0.153 -0.022 0.08
H 0.90019 1.96524 3.82724 0.006 -0.012 0.153 0.10
H 2.85909 1.31083 3.58921 0.005 -0.057 -0.033 0.11
H 5.12677 0.42549 3.74725 -0.041 -0.033 -0.036 0.12
H 5.81072 -1.52531 2.37997 -0.055 0.009 0.008 0.12
H 4.20172 -2.56339 0.80885 -0.033 0.126 0.097 0.10
H 1.92310 -1.66229 0.60437 -0.073 -0.004 0.098 0.07
H 0.57776 -2.44442 2.68942 0.027 0.099 0.027 0.10
H -0.50385 -3.81363 4.40794 -0.017 0.060 0.013 0.12
H -2.03164 -2.76754 6.06163 0.043 0.036 -0.076 0.12
H -2.47077 -0.33527 5.96435 0.026 -0.022 -0.041 0.12
H -1.42760 1.04300 4.23703 0.039 -0.128 0.018 0.10
H 0.77961 4.69375 0.60555 0.090 0.008 0.055 0.10
H -0.56324 3.91652 1.39744 -0.028 0.096 -0.002 0.10
H 0.40749 2.18436 -3.29924 -0.020 0.015 0.018 0.09
H 2.16703 2.67396 -4.94300 -0.003 0.023 0.057 0.12
H 4.21928 3.88357 -4.25217 -0.079 -0.027 0.061 0.12
H 4.49155 4.60034 -1.90008 -0.078 -0.047 -0.006 0.12
H 2.74233 4.10953 -0.24444 0.002 0.006 -0.077 0.10
H -2.67840 1.81453 -0.86215 0.038 -0.114 0.118 0.05
H -4.64345 2.90725 -1.83364 0.097 0.058 0.006 0.11
H -4.44014 5.19951 -2.75579 0.075 -0.012 0.027 0.12
H -2.26122 6.37282 -2.69423 -0.002 -0.041 0.013 0.12
H -0.28075 5.26823 -1.75010 -0.023 -0.042 0.011 0.12
C 2.97054 0.06848 -1.87338 0.379 -0.393 0.046 -0.38
Te 1.05712 -0.68823 -2.34786 -0.517 0.929 -0.493 1.47
C 1.76461 -2.61568 -1.91276 0.149 -0.072 0.120 -0.39
C 3.26560 -2.44112 -1.77781 -0.148 -0.188 0.030 -0.30
C 4.06960 -3.57537 -1.66260 0.002 0.038 0.023 -0.04
C 5.43629 -3.44521 -1.49555 0.100 0.070 -0.010 -0.06
C 6.01206 -2.17521 -1.44326 -0.038 -0.090 -0.010 -0.06
C 5.21752 -1.04780 -1.56797 0.014 -0.031 -0.068 -0.03
C 3.83860 -1.17190 -1.74435 0.021 0.216 -0.089 -0.29
H 2.91110 0.63779 -0.94706 0.031 -0.003 0.064 0.05
H 3.26185 0.74373 -2.67714 0.150 -0.131 0.050 0.06
H 1.48338 -3.22401 -2.77014 0.065 -0.100 0.031 0.07
H 1.27065 -3.02002 -1.02892 0.092 -0.059 0.051 0.05
H 3.61712 -4.56063 -1.70624 0.029 0.055 0.006 0.13
H 6.05468 -4.33137 -1.41524 -0.012 0.075 0.002 0.12
H 7.08341 -2.07154 -1.31676 -0.072 0.001 -0.011 0.12
H 5.67015 -0.06174 -1.53324 -0.050 -0.061 -0.013 0.13
C -4.48781 0.18212 -3.77089 -0.065 -0.031 0.033 -0.05
C -3.11965 0.40404 -3.82109 0.050 -0.053 0.096 -0.05
C -2.32266 0.06335 -2.73609 -0.449 -0.121 -0.143 -0.17
C -2.88770 -0.50267 -1.58933 -0.041 0.024 -0.331 -0.39
C -4.26849 -0.71397 -1.54280 -0.042 0.076 -0.031 -0.05
C -5.05966 -0.37353 -2.63192 0.009 0.005 0.008 -0.04
P -1.88545 -1.05760 -0.19496 0.757 -0.399 0.742 0.90
C -1.54347 -2.80751 -0.50022 -0.390 -0.116 -0.383 -0.37
C -1.06324 -3.65760 0.49203 0.073 -0.172 -0.001 -0.11
C -0.76109 -4.98026 0.20095 -0.003 0.018 -0.064 -0.05
C -0.92898 -5.46595 -1.09255 0.060 -0.059 0.077 -0.06
C -1.40486 -4.62755 -2.08654 -0.022 0.138 -0.027 -0.06
C -1.71839 -3.30302 -1.79212 0.089 -0.155 -0.111 -0.09
C -2.97540 -0.90345 1.23949 -0.094 -0.138 0.166 -0.37
C -3.63884 -2.00995 1.76321 -0.113 -0.109 0.121 -0.07
C -4.52063 -1.86351 2.83348 0.096 0.069 -0.097 -0.05
C -4.75438 -0.60583 3.37191 0.003 0.014 -0.063 -0.06
C -4.10789 0.50830 2.84259 -0.103 -0.103 -0.079 -0.07
C -3.21635 0.35746 1.79357 -0.182 -0.001 -0.122 -0.12
H -5.11248 0.44423 -4.61665 0.034 -0.015 0.049 0.12
H -2.67337 0.84590 -4.70325 0.008 -0.012 0.034 0.12
H -1.26692 0.25196 -2.78836 -0.089 0.116 -0.054 -0.05
H -4.73351 -1.13743 -0.65972 0.047 0.008 -0.054 0.11
H -6.12819 -0.54517 -2.59077 0.043 0.003 0.006 0.12
H -0.94730 -3.30191 1.50020 -0.015 0.084 0.171 0.07
H -0.40583 -5.63981 0.98452 -0.019 0.062 -0.036 0.12
H -0.69828 -6.50035 -1.31837 -0.016 0.058 0.019 0.12
H -1.54995 -5.00336 -3.09208 -0.002 0.027 0.038 0.12
H -2.10297 -2.66456 -2.57863 -0.029 -0.044 0.028 0.11
H -3.48828 -2.99184 1.32758 -0.005 0.059 0.071 0.11
H -5.03261 -2.73209 3.23343 0.061 0.074 -0.048 0.12
H -5.44686 -0.49081 4.19816 0.041 0.001 -0.066 0.12
H -4.30820 1.49612 3.24240 0.029 -0.068 -0.004 0.12
H -2.73956 1.23944 1.38554 0.142 0.048 -0.062 0.09
```
Positions in Å, forces in eV/Å.